[1]
Computed, not measured: 3 unconnected molecules or ions with the total composition C33H59Cl2I3N5O6P2S at a distorted geometry, with ωB97M-V/def2-TZVPD.

## Properties
DFT total energy	-133662.471	eV
charge	+1

Each line ends with the Mulliken charge.
Geometry (Å):
C 0.9083 -5.4044 -1.9366  -1.6744
C -0.4116 -6.0872 -2.2327  -0.2630
I 0.0271 -7.9154 -3.2834  0.1669
C -1.6494 -5.6626 -1.8702  -1.3532
I -3.1196 -7.1698 -2.4055  0.1979
C -1.9007 -4.3010 -1.1634  2.1931
N -0.8474 -4.0785 -0.1450  -0.0249
C -0.5096 -5.0454 0.5297  0.6056
O -0.1674 -6.0016 1.1052  -0.4521
C -3.1892 -4.2618 -0.2157  -0.5561
N -3.7058 -5.5727 0.1196  -0.1226
P -2.9336 -3.4774 1.5649  0.3276
O -2.6898 -4.7983 2.5241  -0.4486
Cl -4.8539 -2.8430 2.1986  -0.2873
O -4.2811 -3.4993 -0.6689  -0.4143
C -4.0429 -2.1412 -1.0413  -0.5691
C -5.2514 -1.6866 -1.8884  -2.0149
C -2.6102 -1.8695 -1.6115  0.8014
Cl -1.6924 -1.1001 -0.2283  0.0691
C -2.6647 -0.6653 -2.5976  -0.9207
C -3.1138 0.6978 -1.9372  -1.4791
C -1.9714 1.7472 -1.8096  -0.3487
C -1.7492 2.2636 -0.3720  0.0311
C -0.7398 3.4650 -0.4594  -0.8640
C -1.4647 4.8492 -0.4162  -1.0212
C -1.5158 5.3222 1.0662  -0.6545
S -3.2627 5.5864 1.5582  -0.2657
C -3.6739 4.2952 2.6873  0.6282
N -4.7084 3.5751 2.4814  -0.3175
N -4.7498 2.7005 3.5412  -0.3508
C -3.7652 2.9408 4.2874  0.0063
O -3.0046 3.9531 3.7936  -0.2918
N -1.9150 -3.1166 -2.1462  0.4854
C -0.6044 -2.8306 -2.7997  -1.2679
C 0.5232 -2.0083 -2.1389  -0.9359
O 1.0682 -2.1625 -1.1122  -0.1913
I 1.3464 -0.3313 -3.3016  0.0026
P -2.9162 -3.4428 -3.7656  0.0456
C -4.4673 -4.3701 -3.5426  -1.1967
O -2.0311 -4.5281 -4.6703  -0.3564
H 1.4876 -6.0530 -1.2621  0.4977
H 0.9136 -4.4064 -1.5126  0.1551
H 1.5030 -5.3774 -2.8625  0.5241
H -3.0180 -6.1849 0.5418  0.3969
H -4.5053 -5.4701 0.7358  0.3742
H -2.7076 -4.5054 3.4453  0.3757
H -4.1492 -1.5369 -0.1323  0.8003
H -5.1063 -1.6675 -2.9701  0.3895
H -6.0962 -2.3444 -1.6610  0.4493
H -5.5447 -0.6750 -1.5922  0.4474
H -1.6841 -0.4133 -3.0208  0.3393
H -3.3208 -0.7779 -3.4582  0.5990
H -3.8208 1.1646 -2.6387  0.4315
H -3.6883 0.5692 -1.0172  0.5867
H -1.0017 1.3824 -2.1651  -0.1587
H -2.2110 2.6346 -2.4107  0.4677
H -2.6736 2.6003 0.1150  0.2028
H -1.2716 1.5290 0.2853  0.1697
H -0.1983 3.3463 -1.4095  0.4061
H 0.0246 3.3632 0.3206  0.2956
H -2.4494 4.7061 -0.8732  0.5798
H -0.9026 5.5381 -1.0570  0.4816
H -0.9824 6.2721 1.1510  0.3019
H -1.0619 4.5600 1.7024  0.4333
H -3.5686 2.4083 5.2039  0.4315
H -0.8183 -2.2517 -3.7105  1.3557
H -0.1198 -3.7055 -3.2422  1.0474
H -4.7189 -4.8344 -2.5887  0.3507
H -5.2897 -3.6852 -3.7910  0.4375
H -4.5521 -5.1640 -4.2966  0.4040
H -1.8069 -3.9983 -5.4496  0.4397
C 2.5287 -3.5312 1.4930  -0.2247
C 3.8687 -3.3215 0.7952  -0.2192
C 5.0389 -3.1768 1.7665  -0.9919
C 4.9552 -1.9674 2.6997  -0.7299
C 4.8422 -0.6142 1.9976  -0.1517
C 6.0501 -0.2829 1.1270  -1.2235
H 2.2610 -2.6780 2.1182  0.2558
H 1.7344 -3.6582 0.7523  -0.4650
H 2.5518 -4.4242 2.1223  0.4232
H 3.8063 -2.4521 0.1345  0.0846
H 4.0612 -4.1847 0.1500  0.4148
H 5.9680 -3.1326 1.1921  0.3598
H 5.1080 -4.0824 2.3773  0.3714
H 5.8441 -1.9631 3.3377  0.4321
H 4.1037 -2.0866 3.3763  0.2883
H 4.7375 0.1617 2.7608  0.3823
H 3.9303 -0.5744 1.3938  0.0790
H 6.9658 -0.2707 1.7207  0.3053
H 5.9307 0.7019 0.6723  0.3679
H 6.1747 -1.0037 0.3169  0.2858
C 2.1710 6.0494 -0.4747  -1.1263
C 2.5866 5.4312 0.8571  -0.0446
C 2.5208 6.4132 2.0263  -0.5459
C 3.4578 7.6170 1.9122  -0.8379
C 4.9388 7.2722 1.7585  -0.3862
C 5.5095 6.5151 2.9534  -1.1912
H 2.8390 6.8620 -0.7627  0.4317
H 2.2052 5.2990 -1.2676  0.3436
H 1.1518 6.4385 -0.4208  0.1047
H 3.5895 5.0055 0.7673  0.3767
H 1.9157 4.5933 1.0734  0.0344
H 2.7329 5.8712 2.9522  0.3855
H 1.4935 6.7815 2.1238  0.1851
H 3.3289 8.2392 2.8033  0.4058
H 3.1504 8.2399 1.0672  0.3046
H 5.4977 8.2034 1.6349  0.4021
H 5.1015 6.6946 0.8441  0.2287
H 5.3997 7.0965 3.8708  0.2947
H 6.5723 6.3186 2.8047  0.3819
H 5.0160 5.5518 3.0951  0.2768

***

[2]
Computed, not measured: a molecular structure, C33H60BN11O8P2Sr, with ωB97M-V/def2-TZVPD.

## Properties
relative energy (zero: lowest compared OMol25 entry of this formula, charge and spin)	0.33	kcal per mole
DFT total energy	-88065.364	eV

Each line ends with the Mulliken charge.
Geometry (Å):
Sr 0.5803 0.0292 0.6073  2.0678
C -0.7364 -2.6315 4.1777  -1.6090
C -1.0650 -1.1474 4.0090  3.5611
C -2.1749 -0.7117 4.9662  -1.6016
C 0.1538 -0.2961 4.2042  -1.2200
C 0.8748 -0.0785 5.3877  -1.5727
C 1.8928 0.7722 5.0161  -0.5072
N 1.7725 1.0372 3.7072  -0.8142
N 0.7007 0.3854 3.1993  2.2217
B 2.7203 1.9211 2.8666  -0.4518
N 1.9294 2.9833 2.0758  -0.6115
C 2.0361 4.3053 2.2800  -0.7432
C 1.2952 4.9565 1.3230  -1.1734
C 0.7480 3.9252 0.5422  -0.5719
N 1.1293 2.7322 1.0052  1.5817
C -0.0686 4.1068 -0.7024  3.3058
C 0.8152 4.6550 -1.8273  -1.7785
C -1.2471 5.0540 -0.4717  -1.7857
N 3.6069 1.0844 1.9201  -0.4422
C 4.9343 0.9041 2.0041  -0.4189
C 5.3361 0.1056 0.9547  -1.6391
C 4.1514 -0.1712 0.2545  -0.4580
N 3.1211 0.4210 0.8486  1.3902
C 3.9612 -0.9699 -1.0009  2.9274
C 4.6938 -0.3208 -2.1760  -1.7593
C 4.4057 -2.4188 -0.8061  -1.6083
H -1.6239 -3.2438 3.9987  0.3539
H 0.0420 -2.9344 3.4783  0.2367
H -0.3883 -2.8312 5.1942  0.4043
H -1.4111 -0.9858 2.9827  -1.3329
H -1.8514 -0.8285 6.0027  0.4420
H -2.4412 0.3347 4.8098  0.1257
H -3.0713 -1.3213 4.8319  0.4661
H 0.6819 -0.4817 6.3670  0.5316
H 2.6918 1.2138 5.5882  0.5005
H 3.4486 2.4901 3.6377  -0.1998
H 2.6478 4.6831 3.0822  0.4927
H 1.1838 6.0193 1.1921  0.5024
H -0.4390 3.1199 -0.9945  -1.6022
H 1.1510 5.6642 -1.5761  0.3872
H 1.6884 4.0268 -1.9850  0.3200
H 0.2544 4.7103 -2.7634  0.4546
H -0.8875 6.0363 -0.1569  0.3665
H -1.8048 5.1971 -1.4003  0.4263
H -1.9288 4.6809 0.2923  0.2610
H 5.4983 1.3653 2.7976  0.4725
H 6.3366 -0.2201 0.7266  0.5394
H 2.8875 -0.9727 -1.2216  -1.2057
H 5.7705 -0.3084 -1.9921  0.3773
H 4.5153 -0.8794 -3.0978  0.4190
H 4.3614 0.7061 -2.3260  0.3576
H 5.4831 -2.4706 -0.6331  0.4275
H 3.9098 -2.8665 0.0560  0.2438
H 4.1802 -3.0152 -1.6935  0.3832
C -1.6827 3.1516 2.7971  -0.7969
O -2.5362 2.8383 1.6799  -0.3933
P -2.4771 1.3244 1.1049  0.7948
O -3.5882 1.4765 -0.0676  -0.4657
C -3.2183 2.1053 -1.2935  -0.4816
O -3.3562 0.4856 2.1567  0.2991
C -4.6875 0.8853 2.5081  -1.0830
H -1.3333 4.1731 2.6660  0.3210
H -0.8187 2.4852 2.8408  0.1560
H -2.2560 3.0646 3.7208  0.3183
H -3.9375 1.7896 -2.0466  0.3454
H -2.2130 1.8057 -1.6086  -0.1149
H -3.2473 3.1882 -1.1884  0.2909
H -4.9268 0.3896 3.4463  0.2963
H -5.3844 0.5733 1.7317  0.2077
H -4.7449 1.9660 2.6371  0.3777
C 0.0228 1.1889 -6.5704  -1.4825
C -0.0435 -0.2875 -6.1986  0.7417
C -1.4192 -0.6677 -5.6570  -1.1956
C 1.0694 -0.6828 -5.2278  -1.4706
N 1.0307 0.0775 -3.9844  1.5599
C 0.2847 -0.1066 -2.9001  -2.0927
N 0.6110 0.8055 -2.0121  0.8176
N 1.5755 1.5606 -2.5906  -0.0323
N 1.8338 1.1337 -3.7659  -1.0009
H -0.7247 1.4247 -7.3285  0.4454
H 1.0045 1.4623 -6.9596  0.3782
H -0.1745 1.8212 -5.7011  0.2128
H 0.1453 -0.8835 -7.0973  0.3687
H -1.6676 -0.0778 -4.7704  0.0845
H -1.4601 -1.7247 -5.3867  0.3409
H -2.1926 -0.4712 -6.4005  0.4896
H 2.0505 -0.4940 -5.6603  0.4333
H 0.9909 -1.7335 -4.9473  0.4226
H -0.3911 -0.9329 -2.7786  0.7901
O 0.2120 -2.9886 -2.9425  -0.6679
C 0.5865 -3.2107 -1.7964  -0.0114
C 1.0815 -4.5811 -1.3396  -0.8467
C 1.3677 -4.3858 0.1402  -1.0196
C 1.0783 -2.9111 0.3419  0.1587
O 1.2300 -2.3178 1.4167  -0.6708
N 0.6221 -2.2986 -0.7784  0.7128
H 1.9636 -4.8440 -1.9246  0.3368
H 0.3149 -5.3243 -1.5571  0.3324
H 2.3928 -4.6040 0.4370  0.5241
H 0.7044 -4.9490 0.7963  0.3054
C -4.1840 -2.6065 2.2203  -0.2859
O -3.9251 -2.5733 0.8184  -0.5173
P -2.3592 -2.4171 0.3600  0.6568
O -2.6273 -2.6185 -1.2285  -0.4895
C -3.0551 -1.4907 -1.9773  -0.6569
O -1.7578 -3.8773 0.6924  -0.0592
C -2.3775 -5.0687 0.1918  -0.9679
H -3.9634 -3.5965 2.6265  0.2470
H -5.2405 -2.3884 2.3622  0.3327
H -3.5887 -1.8596 2.7477  -0.3043
H -2.8282 -1.6893 -3.0229  0.2272
H -2.5311 -0.5837 -1.6578  0.0346
H -4.1277 -1.3299 -1.8529  0.4120
H -1.9677 -5.9011 0.7600  0.2525
H -2.1518 -5.1912 -0.8671  0.2741
H -3.4589 -5.0292 0.3232  0.3673

***

Let's list gap between HOMO and LUMO in order: 7.518, 8.967 eV.
Let's list LUMO level in order: -3.12, 0.59 eV.